{"formula": "C20H22N2O2", "method": "ωB97M-V/def2-TZVPD", "smiles": "CCN(Cc1ccccc1)C(=O)c1[nH]c2ccc(OC)cc2c1C", "elements": ["C", "H", "H", "H", "C", "N", "C", "O", "C", "C", "C", "C", "C", "C", "C", "C", "N", "H", "H", "H", "O", "C", "H", "H", "H", "H", "C", "H", "H", "H", "C", "C", "C", "C", "C", "C", "C", "H", "H", "H", "H", "H", "H", "H", "H", "H"], "coordinates": [[-1.1720, 3.6835, 2.4272], [-0.1793, 4.0009, 2.1196], [-1.4984, 4.3180, 3.2472], [-1.8596, 3.8065, 1.5958], [-1.1702, 2.2300, 2.8870], [-0.7836, 1.3000, 1.8297], [-1.6780, 1.1299, 0.8176], [-2.7307, 1.7537, 0.7800], [-1.3890, 0.1550, -0.2576], [-0.2836, -0.1766, -1.0112], [-0.7257, -1.1265, -1.9805], [-0.0736, -1.8252, -2.9931], [-0.8057, -2.6941, -3.7848], [-2.1821, -2.8701, -3.5720], [-2.8443, -2.1882, -2.5726], [-2.1153, -1.3145, -1.7797], [-2.4866, -0.5270, -0.7355], [-3.4206, -0.3574, -0.4009], [-3.9034, -2.3306, -2.4189], [-2.7447, -3.5472, -4.1946], [-0.0933, -3.3454, -4.7588], [-0.7646, -4.2470, -5.6005], [-1.5472, -3.7511, -6.1850], [-0.0058, -4.6361, -6.2783], [-1.2032, -5.0782, -5.0376], [0.9827, -1.7099, -3.1741], [1.1015, 0.3682, -0.9405], [1.7835, -0.3336, -0.4576], [1.1235, 1.3032, -0.3907], [1.4708, 0.5457, -1.9490], [0.1581, 0.2705, 2.2116], [1.5508, 0.7720, 2.5051], [2.0195, 1.9853, 2.0232], [3.3102, 2.4021, 2.2993], [4.1515, 1.6074, 3.0573], [3.6937, 0.3928, 3.5402], [2.4021, -0.0190, 3.2685], [2.0478, -0.9665, 3.6497], [4.3434, -0.2337, 4.1334], [5.1587, 1.9319, 3.2721], [3.6592, 3.3507, 1.9185], [1.3701, 2.6098, 1.4296], [-0.2218, -0.2439, 3.1079], [0.2028, -0.4703, 1.4099], [-2.1798, 1.9731, 3.2311], [-0.4676, 2.1019, 3.7120]], "forces_ev_per_a": [[0.0, -0.2, 0.0], [0.1, 0.1, 0.0], [0.0, 0.1, 0.1], [0.0, 0.1, 0.0], [-0.2, 0.4, 0.0], [0.1, 0.0, 0.0], [0.0, 0.1, 0.1], [-0.1, -0.1, 0.0], [0.2, -0.3, -0.5], [-0.2, 0.2, 0.3], [-0.5, -0.1, 0.0], [-0.2, -0.1, -0.2], [0.2, 0.1, 0.1], [0.0, -0.1, -0.2], [0.0, 0.1, 0.0], [0.5, -0.2, -0.3], [-0.3, 0.2, 0.4], [0.1, 0.0, 0.0], [-0.1, 0.0, 0.0], [0.0, -0.1, -0.1], [0.1, 0.2, 0.2], [-0.1, -0.1, -0.1], [0.0, 0.0, 0.0], [-0.1, 0.0, 0.0], [0.0, 0.0, 0.0], [0.2, 0.0, 0.0], [-0.1, -0.1, 0.1], [0.1, 0.0, 0.0], [0.1, 0.1, 0.0], [0.1, 0.1, 0.0], [0.1, -0.3, 0.0], [0.0, 0.0, 0.0], [-0.1, 0.0, 0.0], [0.1, 0.0, 0.0], [0.1, 0.0, 0.0], [0.1, -0.1, 0.0], [-0.1, 0.0, 0.0], [0.0, -0.1, 0.1], [0.1, 0.0, 0.0], [0.1, 0.0, 0.0], [0.0, 0.1, 0.0], [-0.1, 0.1, 0.0], [0.1, 0.0, -0.1], [0.0, 0.0, 0.2], [0.1, 0.0, 0.0], [0.0, -0.1, -0.1]]}

=====

{"formula": "C5H12S2", "method": "ωB97M-V/def2-TZVPD", "smiles": "CCSCSCC", "elements": ["C", "C", "C", "C", "C", "H", "H", "H", "H", "H", "H", "H", "H", "H", "H", "H", "H", "S", "S"], "coordinates": [[-1.9946, 0.7077, 2.3559], [-1.4681, 1.1782, 0.9933], [-0.6387, -1.3575, 0.0706], [1.3283, -0.4495, -1.6610], [2.7709, 0.0749, -1.8082], [-1.4829, -0.1943, 2.6857], [-1.7337, 1.4916, 3.0834], [-3.0605, 0.4300, 2.2976], [-2.0432, 2.0144, 0.6383], [-0.3868, 1.3260, 0.9997], [-0.8136, -2.2398, -0.5396], [-0.8713, -1.6856, 1.0743], [1.1079, -1.2958, -2.3086], [0.6889, 0.3828, -1.9783], [2.8751, 1.0729, -1.4081], [2.9375, 0.1219, -2.8808], [3.4772, -0.6344, -1.2658], [-1.7760, -0.0660, -0.3932], [1.0836, -0.8775, 0.0448]], "forces_ev_per_a": [[0.3, 0.0, -0.5], [-0.4, -1.9, -0.5], [0.0, -0.2, 0.2], [0.3, 1.0, -0.4], [0.0, -1.6, 0.4], [0.2, -0.1, 0.0], [-0.6, -0.3, 0.0], [0.4, 0.6, 0.2], [0.1, 0.6, -0.1], [-0.2, 0.4, 0.0], [-0.1, 0.1, -0.4], [0.1, 0.0, 0.4], [0.2, -0.1, 0.0], [-0.3, -0.3, 0.3], [0.0, 0.2, 0.3], [0.6, -0.1, 0.0], [-0.6, 1.0, -1.0], [-0.4, 0.9, 0.5], [0.2, -0.2, 0.6]]}

=====

{"formula": "C4H5IO", "method": "ωB97M-V/def2-TZVPD", "elements": ["C", "C", "C", "C", "O", "I", "H", "H", "H", "H", "H"], "coordinates": [[0.0520, -1.9076, 0.8515], [-0.0899, -0.6188, 0.7177], [0.1570, 0.8376, 0.4199], [0.6993, 1.2159, -0.9320], [-0.0916, 1.7165, 1.2265], [-3.2452, -0.3981, -0.3749], [-0.7584, -2.5600, 0.7312], [0.9734, -2.2919, 1.1049], [-0.2492, 1.2937, -1.4207], [1.2770, 0.5144, -1.4379], [1.2755, 2.1983, -0.8861]], "forces_ev_per_a": [[-0.9, 2.9, -0.4], [-1.8, -0.2, -1.1], [0.6, 0.9, 1.2], [-0.1, 1.7, 1.1], [0.1, -1.4, -0.3], [1.7, 0.0, 0.5], [-1.1, -0.8, -0.1], [2.1, -0.9, 0.6], [-0.4, 0.6, -1.1], [0.9, -1.5, -0.7], [-1.2, -1.3, 0.1]]}

=====

{"formula": "C28H29F3N2O2S", "method": "ωB97M-V/def2-TZVPD", "elements": ["C", "C", "C", "C", "C", "C", "S", "C", "F", "F", "F", "O", "O", "C", "C", "H", "H", "H", "H", "H", "H", "H", "H", "C", "N", "C", "C", "C", "C", "C", "C", "C", "C", "C", "C", "C", "C", "N", "C", "C", "C", "C", "C", "C", "H", "H", "H", "H", "H", "H", "H", "H", "H", "H", "H", "H", "H", "H", "H", "H", "H", "H", "H", "H", "H"], "coordinates": [[-2.4402, -2.0607, 5.4301], [-2.5767, -1.9301, 3.9444], [-3.3642, -0.9082, 3.3992], [-3.4438, -0.7238, 2.0326], [-2.7507, -1.5888, 1.1291], [-2.7730, -1.3265, -0.2573], [-2.3538, -2.5549, -1.4017], [-3.2231, -1.9322, -2.9542], [-2.7134, -2.5185, -4.0577], [-4.5474, -2.1662, -2.8991], [-3.0329, -0.5863, -3.0656], [-0.9326, -2.5161, -1.6979], [-2.9626, -3.8339, -1.1074], [-2.0093, -2.6743, 1.6972], [-1.9314, -2.8183, 3.0693], [-1.7740, -2.8873, 5.6919], [-2.0292, -1.1449, 5.8727], [-3.4161, -2.2246, 5.9029], [-3.9164, -0.2562, 4.0767], [-4.0414, 0.0768, 1.5953], [-3.2248, -0.4264, -0.6703], [-1.4876, -3.3865, 1.0527], [-1.3551, -3.6466, 3.4873], [-0.6542, 1.0949, -7.6094], [-0.0925, 0.2333, -6.6043], [0.4886, -1.0435, -6.9567], [0.9219, -1.6490, -5.5974], [0.4781, -0.6462, -4.5865], [-0.1115, 0.4476, -5.2659], [-0.6948, 1.5204, -4.5739], [-0.7438, 1.4556, -3.1956], [-0.1016, 0.4004, -2.4694], [-0.0443, 0.3439, -1.0450], [0.1033, 1.4237, -0.1427], [0.3364, 1.0973, 1.2382], [0.3156, 2.0916, 2.1876], [0.0062, 3.4210, 1.7978], [-0.1314, 4.2096, 2.8910], [-0.6200, 5.5620, 2.9151], [0.1385, 3.5040, 4.1232], [0.5112, 2.0719, 3.6654], [-0.1456, 3.7905, 0.4510], [0.0260, 2.8114, -0.5092], [0.4909, -0.6651, -3.2158], [-0.8668, 2.0749, -7.1765], [0.0669, 1.2068, -8.4282], [-1.5824, 0.6803, -8.0316], [-0.2380, -1.6874, -7.4759], [1.3386, -0.9062, -7.6399], [0.4565, -2.6340, -5.4544], [2.0076, -1.8027, -5.5811], [-1.1118, 2.3569, -5.1329], [-1.3018, 2.2055, -2.6350], [0.0187, -0.6506, -0.5958], [0.5240, 0.0570, 1.5150], [-0.9142, 5.8704, 1.9090], [-1.4895, 5.6404, 3.5844], [0.1554, 6.2435, 3.2911], [0.9622, 3.9853, 4.6686], [-0.7372, 3.5156, 4.7891], [-0.1076, 1.3247, 4.1763], [1.5554, 1.8650, 3.9397], [-0.3549, 4.8279, 0.1939], [0.0891, 3.0903, -1.5582], [0.9791, -1.4817, -2.6893]], "forces_ev_per_a": [[-0.1, 0.0, 0.3], [0.0, -0.1, -0.3], [0.3, -0.2, 0.0], [0.4, -0.4, -0.5], [0.2, -0.4, 1.0], [0.1, 0.0, -1.7], [-0.7, 1.2, 1.5], [0.0, 0.4, 0.2], [-0.4, 0.3, 0.6], [0.9, 0.1, -0.2], [-0.2, -0.8, -0.2], [-0.2, -0.7, -0.5], [0.5, 0.1, -0.4], [-0.3, 0.5, -0.2], [-0.2, 0.2, 0.3], [-0.1, 0.1, 0.0], [0.0, -0.1, 0.0], [0.2, -0.1, 0.0], [0.1, 0.0, -0.2], [0.1, -0.1, 0.2], [0.0, -0.4, 0.1], [-0.2, 0.3, 0.2], [-0.1, 0.2, -0.1], [0.0, -0.1, -0.1], [-0.1, 0.5, 0.1], [0.2, -0.4, 0.0], [0.4, -0.8, -0.5], [-0.5, 0.7, 0.6], [-0.2, -0.3, 0.0], [0.0, 0.0, 0.0], [0.6, -0.3, 0.4], [-0.5, 0.3, -0.4], [0.5, 0.2, 0.0], [0.0, 0.1, 0.1], [-0.3, 0.5, 0.3], [0.0, -0.2, -1.1], [-0.5, -0.1, 0.4], [-0.1, 0.1, -0.6], [0.1, 0.2, 0.1], [0.1, -0.3, 0.4], [0.3, -0.3, 1.0], [0.3, -0.1, -0.3], [-0.3, -0.3, 0.4], [0.0, 0.1, -0.2], [0.0, -0.1, -0.2], [-0.1, 0.1, 0.1], [0.1, 0.1, 0.1], [0.0, 0.2, 0.1], [-0.1, 0.0, 0.1], [0.1, 0.3, 0.1], [-0.2, 0.0, 0.1], [-0.2, -0.2, 0.3], [0.1, -0.2, -0.3], [0.2, 0.2, -0.3], [-0.2, 0.3, -0.1], [0.0, 0.0, 0.3], [0.1, 0.0, -0.2], [-0.1, 0.0, -0.1], [-0.1, -0.1, -0.1], [0.1, 0.0, -0.2], [0.1, 0.1, -0.2], [-0.2, -0.1, -0.2], [0.3, -0.3, -0.1], [-0.2, -0.1, 0.3], [-0.3, 0.1, 0.0]]}

=====

The records above yield energy above the lowest of the compared OMol25 structures with the same formula, charge and spin values of 1.307; 0.313; 3.449; 0.064 eV, respectively.
The records above yield calculated total energy values of -28172.8354; -27049.9074; -14372.9653; -55566.5442 eV, respectively.